No. 1
69
Properties=species:S:1:pos:R:3 method="wB97M-V/def2-TZVPD" e_tot_ha=-3176.1640 multiplicity=2 total_charge=+1 de_lowest_ev=2.2240
Os 0.02 -0.28 0.13
O 1.68 -0.53 1.69
N 1.83 -1.79 2.05
C 3.05 -2.17 2.47
C 3.29 -3.42 2.97
C 2.22 -4.33 3.03
C 0.99 -3.95 2.55
C 0.79 -2.66 2.04
S -0.75 -2.18 1.45
H 3.82 -1.41 2.40
H 4.27 -3.70 3.32
H 2.36 -5.31 3.45
H 0.15 -4.62 2.55
C 0.87 2.82 1.46
C -0.55 2.44 1.66
N -1.15 1.43 1.06
C -2.45 1.43 1.48
C -2.63 2.46 2.34
N -1.42 3.09 2.47
C -1.17 4.22 3.33
N -2.08 5.28 3.05
N -2.93 5.77 3.97
N -3.67 6.65 3.47
C -3.37 6.80 2.14
C -3.91 7.60 1.14
C -3.38 7.46 -0.13
C -2.34 6.56 -0.40
C -1.78 5.77 0.58
C -2.32 5.90 1.85
H 1.34 2.11 0.77
H 1.41 2.77 2.41
H 0.97 3.82 1.05
H -3.15 0.70 1.13
H -3.51 2.81 2.86
H -0.13 4.55 3.20
H -1.34 3.94 4.38
H -4.72 8.28 1.34
H -3.78 8.05 -0.93
H -1.97 6.48 -1.41
H -0.99 5.07 0.37
Cl 5.45 -4.40 -5.02
C 4.45 -5.64 -4.36
C 4.77 -6.97 -4.58
C 4.01 -7.97 -4.01
C 2.96 -7.65 -3.17
C 2.64 -6.33 -2.94
Cl 1.33 -5.91 -1.89
C 3.35 -5.29 -3.57
N 2.97 -3.96 -3.38
C 2.65 -3.10 -4.40
C 2.43 -3.56 -5.71
C 1.98 -2.71 -6.69
C 1.71 -1.38 -6.39
C 1.97 -0.90 -5.12
C 2.49 -1.72 -4.13
C 2.91 -1.12 -2.82
C 1.72 -1.05 -1.85
O 1.53 -1.97 -1.03
O 0.98 -0.03 -1.89
H 5.63 -7.22 -5.19
H 4.25 -9.01 -4.20
H 2.37 -8.44 -2.71
H 2.66 -3.70 -2.45
H 2.58 -4.61 -5.94
H 1.81 -3.09 -7.69
H 1.31 -0.73 -7.15
H 1.78 0.14 -4.88
H 3.25 -0.10 -2.99
H 3.71 -1.70 -2.36



No. 2
18
Properties=species:S:1:pos:R:3 method="wB97M-V/def2-TZVPD" e_tot_ha=-671.9891 de_lowest_ev=3.3068
C 1.90 -0.90 -0.14
C 1.73 1.49 0.05
C -1.24 -0.03 -0.65
N 0.83 -1.12 -0.79
N 2.20 0.40 0.28
N -1.58 -0.63 0.62
N 2.65 -1.90 0.26
N 1.57 2.69 -0.06
N -2.61 0.04 1.21
O -1.89 1.11 -1.04
O 0.03 0.07 -1.09
O -2.00 -1.13 -0.72
H 2.52 -2.88 -0.04
H 3.50 -1.65 0.79
H 1.14 3.31 0.55
H -3.03 0.91 0.90
H -3.16 -0.68 1.60
H -2.55 0.88 -1.72



No. 3
84
Properties=species:S:1:pos:R:3 method="wB97M-V/def2-TZVPD" e_tot_ha=-5856.3768 total_charge=-1
C -4.37 -0.86 4.76
C -3.20 -1.25 3.88
F -3.73 -1.95 2.79
O -2.26 -2.13 4.46
C -2.01 -1.92 5.80
O -2.08 -2.86 6.54
C -1.61 -0.59 6.38
C -1.45 -0.45 7.76
C -1.12 0.81 8.27
N -0.93 1.85 7.46
C -1.05 1.78 6.10
B -0.85 3.00 5.09
O -1.85 3.94 4.99
O 0.30 3.06 4.30
C -1.38 0.55 5.58
H -5.08 -0.28 4.13
H -4.12 -0.19 5.59
H -4.93 -1.72 5.13
H -2.75 -0.35 3.43
H -1.59 -1.29 8.43
H -1.01 0.98 9.33
H -0.72 2.74 7.90
H -2.67 3.45 5.13
H 0.12 2.45 3.57
H -1.46 0.48 4.49
Br 0.32 -1.34 9.71
Cl 0.14 4.61 2.64
Mg -5.91 0.46 2.47
O -3.36 -5.19 2.19
H -3.66 -4.31 2.45
H -3.33 -5.67 3.02
C 1.57 1.60 -2.93
C 0.50 0.56 -2.61
C -0.90 1.14 -2.47
C -1.09 2.16 -1.33
C -0.75 1.65 0.07
C -1.63 0.48 0.52
H 1.67 2.34 -2.13
H 2.54 1.12 -3.05
H 1.33 2.12 -3.85
H 0.78 0.01 -1.70
H 0.49 -0.18 -3.41
H -1.62 0.32 -2.34
H -1.17 1.63 -3.41
H -2.13 2.49 -1.34
H -0.48 3.04 -1.54
H -0.87 2.47 0.77
H 0.31 1.36 0.12
H -2.68 0.76 0.52
H -1.36 0.18 1.54
H -1.51 -0.40 -0.13
F -5.94 1.02 5.72
O 4.72 -0.25 -3.63
S 4.78 -1.66 -3.38
O 5.64 -2.19 -2.37
O 5.06 -2.42 -4.75
C 6.19 -2.01 -5.54
C 7.49 -2.55 -4.99
C 3.15 -2.27 -3.12
H 6.22 -0.92 -5.62
H 6.02 -2.40 -6.54
H 7.73 -2.10 -4.03
H 8.31 -2.34 -5.68
H 7.42 -3.63 -4.84
H 2.51 -1.91 -3.92
H 2.81 -1.89 -2.16
H 3.17 -3.36 -3.11
Na 1.20 -0.47 0.20
C 0.37 1.50 -6.74
O 0.55 0.31 -6.87
N -0.77 2.15 -7.07
C -0.92 3.58 -6.89
C -1.88 1.39 -7.61
H 1.15 2.17 -6.35
H -1.74 3.79 -6.21
H -1.12 4.05 -7.86
H 0.00 4.02 -6.48
H -2.19 0.63 -6.89
H -1.57 0.89 -8.52
H -2.72 2.05 -7.82
C 2.26 -4.49 2.04
O 2.75 -5.36 2.75
O 2.41 -3.24 2.23
O 1.53 -4.71 1.02



No. 4
14
Properties=species:S:1:pos:R:3 method="wB97M-V/def2-TZVPD" e_tot_ha=-270.3090 de_lowest_ev=6.7738
C -1.77 0.22 0.10
C -0.65 -0.77 0.15
C 0.75 0.47 -1.16
C 1.31 0.71 0.25
C 0.76 -0.66 0.53
O 0.89 -1.14 -0.83
H -1.40 1.23 0.26
H -2.28 0.18 -0.87
H -2.52 -0.06 0.87
H -1.00 -1.80 0.18
H 1.47 0.69 -1.96
H 0.89 1.53 0.84
H 2.41 0.71 0.35
H 1.14 -1.32 1.29



No. 5
43
Properties=species:S:1:pos:R:3 method="wB97M-V/def2-TZVPD" e_tot_ha=-995.0724 total_charge=+1 de_lowest_ev=0.0000
C -3.19 -0.74 0.50
C -4.18 -1.71 -0.14
N -5.46 -1.83 0.65
C -6.35 -0.64 0.48
H -2.17 -1.13 0.55
H -3.14 0.17 -0.10
H -3.49 -0.41 1.50
H -3.78 -2.71 -0.28
H -4.46 -1.34 -1.12
H -5.23 -1.91 1.64
H -5.92 -2.70 0.36
H -6.51 -0.41 -0.57
H -7.29 -0.84 0.98
H -5.84 0.21 0.95
O 0.11 0.56 0.51
P 1.51 0.37 0.02
N 2.43 0.84 1.39
C 3.83 1.24 1.33
C 2.20 0.02 2.58
N 1.55 1.59 -1.19
C 2.68 2.49 -1.37
C 0.31 2.32 -1.42
N 2.75 -0.55 -0.79
C 2.48 -0.82 -2.23
C 2.95 -1.90 -0.19
H 4.52 0.42 1.09
H 4.13 1.64 2.30
H 4.00 2.04 0.62
H 2.60 -1.00 2.50
H 1.13 -0.07 2.77
H 2.65 0.48 3.46
H 2.74 3.23 -0.56
H 2.56 3.03 -2.31
H 3.62 1.95 -1.45
H 0.11 3.05 -0.63
H -0.54 1.65 -1.49
H 0.37 2.86 -2.37
H 1.53 -1.35 -2.37
H 3.29 -1.42 -2.64
H 2.44 0.09 -2.81
H 2.02 -2.48 -0.16
H 3.37 -1.84 0.81
H 3.67 -2.46 -0.78



No. 6
14
Properties=species:S:1:pos:R:3 method="wB97M-V/def2-TZVPD" e_tot_ha=-1194.4241 total_charge=-1 de_lowest_ev=3.5846
C 1.13 -2.72 -0.05
C 1.26 -1.26 -0.11
C -0.23 -2.93 0.12
C 0.15 -0.48 0.14
C -0.37 1.89 -0.09
N 0.15 2.32 -1.05
O -2.33 3.29 -0.16
O -0.78 3.78 1.59
S -1.15 -1.59 0.43
S -1.63 2.70 1.03
H 2.01 -3.31 -0.03
H 2.32 -1.03 -0.54
H -0.66 -3.91 0.14
H 0.14 3.25 -1.43



No. 7
18
Properties=species:S:1:pos:R:3 method="wB97M-V/def2-TZVPD" smiles="C[C@H](N)CC=O.O" e_tot_ha=-364.2056 de_lowest_ev=1.7033
C -0.01 -2.15 0.91
C 0.84 -0.87 0.86
C 1.13 -0.37 -0.64
C 1.04 1.13 -0.98
O 0.23 1.93 -0.62
N 0.33 0.17 1.73
H -0.91 -2.11 0.31
H 0.66 -2.91 0.50
H -0.15 -2.41 1.96
H 1.84 -1.13 1.18
H 2.20 -0.59 -0.74
H 0.69 -0.93 -1.47
H 1.87 1.43 -1.64
H -0.50 0.58 1.35
H 1.03 0.85 1.99
H -2.71 2.39 -1.25
H -4.17 2.19 -1.71
O -3.42 2.80 -1.74



No. 8
71
Properties=species:S:1:pos:R:3 method="wB97M-V/def2-TZVPD" e_tot_ha=-1461.3920 total_charge=+1
C -2.23 2.99 1.31
C -2.38 2.63 -0.18
C -3.57 1.68 -0.47
C -1.06 2.19 -0.81
C -0.53 0.81 -0.34
F -1.29 0.32 0.69
C 0.87 0.99 0.27
N 1.84 -0.04 -0.19
C 2.03 -0.11 -1.66
C 0.72 0.11 -2.41
C -0.53 -0.16 -1.54
B -0.74 -1.71 -1.19
N -0.51 -2.37 0.04
O -1.19 -2.51 -2.25
H -1.95 4.03 1.39
H -3.14 2.80 1.86
H -1.41 2.44 1.76
H -2.62 3.57 -0.66
H -4.33 2.19 -1.04
H -4.03 1.43 0.47
H -3.25 0.77 -0.96
H -1.20 2.20 -1.88
H -0.35 2.98 -0.61
H 1.30 1.96 0.06
H 0.80 0.90 1.34
H 2.75 0.22 0.21
H 1.65 -0.98 0.15
H 2.35 -1.12 -1.84
H 2.83 0.53 -1.98
H 0.68 -0.51 -3.29
H 0.67 1.16 -2.69
H -1.37 0.13 -2.15
H -0.09 -3.29 -0.04
H -0.10 -1.83 0.78
H -0.93 -2.03 -3.04
C 5.31 2.18 2.32
C 5.13 1.57 1.00
N 5.00 1.11 -0.04
H 4.75 3.11 2.37
H 4.95 1.50 3.09
H 6.36 2.38 2.49
C -5.04 -0.11 3.59
C -5.57 1.21 3.25
N -5.98 2.24 2.97
H -5.69 -0.89 3.20
H -4.05 -0.22 3.15
H -4.96 -0.22 4.67
C 7.35 0.05 -2.32
C 7.94 -0.85 -3.30
N 8.40 -1.56 -4.07
H 7.85 -0.07 -1.36
H 7.47 1.08 -2.64
H 6.30 -0.17 -2.20
C 1.41 -4.60 -3.50
C 2.06 -3.90 -2.40
N 2.57 -3.36 -1.53
H 0.41 -4.19 -3.66
H 1.99 -4.50 -4.41
H 1.32 -5.66 -3.25
C -4.26 -2.65 -0.99
C -5.39 -2.39 -0.11
N -6.29 -2.18 0.56
H -3.95 -1.73 -1.48
H -3.42 -3.04 -0.41
H -4.52 -3.38 -1.75
C -1.31 0.74 4.38
C -0.96 1.95 5.10
N -0.67 2.90 5.66
H -2.09 0.95 3.65
H -0.44 0.35 3.86
H -1.67 -0.02 5.07



No. 9
8
Properties=species:S:1:pos:R:3 method="wB97M-V/def2-TZVPD" e_tot_ha=-228.8972 de_lowest_ev=5.6985
C -0.07 0.27 -0.53
C -0.15 0.04 0.95
O 0.60 -0.67 -2.53
O 0.42 -0.68 -1.21
H -0.56 1.17 -0.99
H 0.69 0.57 1.56
H 0.19 -1.03 1.24
H -1.12 0.33 1.49



No. 10
12
Properties=species:S:1:pos:R:3 method="wB97M-V/def2-TZVPD" e_tot_ha=-248.2570 total_charge=+1 de_lowest_ev=9.7610
C 2.38 -0.94 0.22
C 0.40 -1.53 -0.43
C 1.62 0.27 0.01
C -0.97 -0.09 0.11
C -0.78 -1.57 0.26
N 0.36 -0.05 -0.62
H 1.32 0.70 0.93
H 2.13 0.95 -0.62
H -1.98 0.08 -0.54
H -0.84 0.54 1.12
H -1.25 -2.40 0.74
H 0.17 0.12 -1.57



No. 11
37
Properties=species:S:1:pos:R:3 method="wB97M-V/def2-TZVPD" smiles="C[N+](=O)[O-].C[N+](=O)[O-].C[N+](=O)[O-].ClCCCl.ClCCCl" e_tot_ha=-2733.1092 de_lowest_ev=0.0000
Cl -3.05 1.74 -0.99
C -1.95 3.13 -1.21
C -0.80 2.84 -2.13
Cl -1.34 2.43 -3.77
H -1.59 3.37 -0.22
H -2.55 3.95 -1.60
H -0.17 2.03 -1.76
H -0.17 3.73 -2.20
Cl 1.96 1.82 0.88
C 1.19 0.51 1.81
C 0.97 -0.74 0.99
Cl -0.12 -0.38 -0.36
H 0.22 0.87 2.15
H 1.81 0.31 2.69
H 0.48 -1.49 1.60
H 1.90 -1.17 0.64
C -0.32 3.69 3.09
N 0.67 4.79 2.90
O 1.09 5.32 3.90
O 0.98 5.09 1.76
H -0.78 3.49 2.13
H -1.04 4.06 3.81
H 0.16 2.83 3.53
C -1.21 -1.63 -3.59
N -2.59 -2.10 -3.30
O -3.36 -2.16 -4.23
O -2.86 -2.39 -2.15
H -0.87 -2.11 -4.50
H -0.56 -1.92 -2.77
H -1.23 -0.54 -3.65
C 1.79 -6.16 0.97
N 2.66 -4.96 0.88
O 3.83 -5.13 0.62
O 2.13 -3.88 1.06
H 1.26 -6.27 0.03
H 1.08 -5.98 1.78
H 2.40 -7.02 1.21



No. 12
15
Properties=species:S:1:pos:R:3 method="wB97M-V/def2-TZVPD" e_tot_ha=-308.3170 total_charge=-1 de_lowest_ev=0.7581
C 1.41 0.37 -0.97
C 1.68 0.05 -2.55
O 2.77 -0.48 -2.78
O 0.73 0.34 -3.33
H 0.91 1.34 -1.01
H 2.44 0.56 -0.63
H 1.13 -0.49 -0.39
C -1.29 -0.61 2.12
C -1.44 0.17 0.76
H -0.31 -1.09 2.13
H -1.40 0.10 2.93
H -2.07 -1.36 2.25
H -0.57 0.71 0.42
H -2.21 0.89 1.06
H -1.78 -0.50 -0.02